[1]
ORCA calculation (ωB97M-V/def2-TZVPD) on C25H27BHfN4O as an isolated structure in a non-equilibrium geometry.

Atoms and positions in Å:
Hf1 0.008326 0.841551 -1.317518
B1 0.065074 1.792052 -4.017740
N1 1.358320 2.013953 -3.141144
C1 2.285912 2.971830 -3.227290
C2 3.406131 2.579803 -2.510774
C3 3.074820 1.334457 -1.988306
N2 1.851755 0.980155 -2.398471
N3 -1.271097 1.978517 -3.208887
C4 -2.206423 2.929513 -3.291551
C5 -3.336740 2.506257 -2.609465
C6 -3.007352 1.245247 -2.121602
N4 -1.769198 0.919670 -2.507171
H1 0.082935 2.587091 -4.907899
H2 0.090269 0.640990 -4.358496
H3 2.110842 3.870683 -3.794678
H4 4.327316 3.119942 -2.381725
H5 3.659360 0.671082 -1.371241
H6 -2.028319 3.845110 -3.830337
H7 -4.266095 3.033785 -2.487401
H8 -3.603528 0.552208 -1.549649
C7 0.631307 4.895849 -0.322683
C8 0.056338 3.636923 0.328626
C9 0.985622 3.147824 1.443294
C10 -1.333785 3.935156 0.892130
O1 -0.056306 2.638660 -0.662462
H9 0.733287 5.695769 0.410960
H10 -0.029997 5.235955 -1.122532
H11 1.613632 4.683160 -0.748331
H12 0.937522 3.811116 2.306804
H13 2.018559 3.115003 1.089664
H14 0.686768 2.144282 1.754380
H15 -1.285669 4.730944 1.635072
H16 -1.748262 3.040597 1.361406
H17 -1.999226 4.249136 0.085550
C11 -0.056973 -1.020123 -0.442685
C12 -0.041013 -2.002871 0.345164
C13 -0.033059 -3.062396 1.192006
C14 1.232050 -3.666011 1.590342
C15 2.455409 -3.083958 1.201903
C16 3.667320 -3.620344 1.590577
C17 3.712667 -4.766681 2.375143
C18 2.521172 -5.378627 2.733497
C19 1.301819 -4.847409 2.344213
C20 -1.356628 -3.456019 1.714959
C21 -2.472895 -3.459193 0.867764
C22 -3.739440 -3.740817 1.351097
C23 -3.928122 -4.034769 2.694761
C24 -2.832161 -4.046102 3.545534
C25 -1.563441 -3.762946 3.064855
H18 2.428203 -2.197171 0.581863
H19 4.589412 -3.142331 1.280668
H20 4.661649 -5.178897 2.693634
H21 2.541973 -6.287899 3.322365
H22 0.391052 -5.367228 2.610337
H23 -2.326166 -3.240406 -0.182673
H24 -4.587094 -3.742563 0.675796
H25 -4.917786 -4.255823 3.074425
H26 -2.968221 -4.262118 4.598510
H27 -0.721827 -3.751597 3.745385

Forces on atoms 1 to 2 (eV/Å):
Hf -0.1 -2.0 0.2
B 0.0 0.1 -0.4

Properties
multiplicity: 1
Kohn-Sham gap: 5.33 eV
strongest force on any atom: 1.99 eV Å⁻¹
LUMO energy: -0.2677 eV
net charge: 0

=====

[2]
ORCA calculation (ωB97M-V/def2-TZVPD) on C25H27BN11O4Sn as an isolated structure in a non-equilibrium geometry.

Atoms and positions in Å:
Sn1 -0.073242 0.154903 0.547293
C1 3.310134 0.756541 -2.109475
C2 2.444610 0.022138 -1.310064
N1 1.496157 0.811919 -0.796382
N2 1.737220 2.078023 -1.260017
C3 2.825146 2.042207 -2.061379
B1 0.745742 3.190678 -1.005418
N3 0.390351 3.337351 0.457415
C4 0.464864 4.393598 1.298899
C5 0.067523 4.000936 2.556508
C6 -0.245765 2.653060 2.430082
N4 -0.047393 2.256628 1.168629
N5 -0.624319 2.939236 -1.861528
C7 -0.761770 3.847097 -2.982065
C8 -2.232718 3.900622 -3.185012
C9 -2.724597 2.921030 -2.409788
N6 -1.703089 2.388078 -1.567785
N7 1.070488 4.536653 -1.704467
C10 1.912487 5.577405 -1.554102
C11 1.533135 6.605943 -2.398266
C12 0.414266 6.152192 -3.081764
N8 0.151262 4.914060 -2.647859
H1 4.167028 0.397460 -2.655777
H2 2.463459 -1.035380 -1.088179
H3 3.202225 2.936276 -2.535713
H4 0.780250 5.368366 0.960901
H5 0.007389 4.610605 3.443261
H6 -0.608035 1.961450 3.176198
H7 -0.412084 3.308120 -3.884490
H8 -2.755321 4.502767 -3.917155
H9 -3.734329 2.550320 -2.326781
H10 2.740893 5.532731 -0.860574
H11 2.009099 7.567423 -2.509808
H12 -0.192647 6.640435 -3.832036
O1 -3.374105 -1.334661 3.463761
C13 -2.571016 -1.083544 2.475725
O2 -1.567485 -0.386726 2.532229
C14 -2.962570 -1.734426 1.187337
C15 -4.032723 -2.608399 1.055303
C16 -4.283442 -3.139962 -0.201446
C17 -3.469281 -2.772322 -1.267106
C18 -2.431682 -1.885320 -1.030214
N9 -2.183791 -1.383430 0.175537
C19 -1.501249 -1.330612 -2.064928
O3 -1.563803 -1.682061 -3.313466
O4 -0.669509 -0.492307 -1.726022
H13 -3.094765 -0.910011 4.295111
H14 -4.642602 -2.867076 1.910305
H15 -5.103389 -3.830727 -0.350686
H16 -3.665768 -3.184821 -2.249070
H17 -2.199345 -2.386144 -3.515643
N10 2.011610 0.006082 2.228551
C20 2.829621 -0.140783 3.049100
N11 3.742080 -0.306165 3.942664
C21 4.974300 0.513557 3.960333
C22 5.089831 1.276611 5.290302
C23 4.451945 0.510576 6.465051
C24 4.440737 -1.000001 6.215054
C25 3.592860 -1.350935 4.996587
H18 4.992903 1.172798 3.097159
H19 5.813265 -0.178013 3.879574
H20 4.620081 2.254544 5.180258
H21 6.150767 1.449663 5.467127
H22 3.420782 0.840682 6.611092
H23 4.996761 0.723509 7.381970
H24 4.038821 -1.540244 7.070355
H25 5.466368 -1.351991 6.092958
H26 2.535589 -1.447039 5.242137
H27 3.902365 -2.311456 4.579679

Forces on atoms 1 to 2 (eV/Å):
Sn 0.7 -0.6 1.0
C 0.0 0.0 -0.1

Properties
multiplicity: 2
Kohn-Sham gap (alpha / beta): 5.02 / 4.24 eV
strongest force on any atom: 1.43 eV Å⁻¹
LUMO energy (alpha / beta): -12.9191 / -13.6831 eV
net charge: +4

=====

[3]
ORCA calculation (ωB97M-V/def2-TZVPD) on C25H27BN7O2RuS5 as an isolated structure in a non-equilibrium geometry.

Atoms and positions in Å:
Ru1 -0.424942 0.042087 0.325492
N1 2.977700 -1.366307 -0.495962
C1 3.682742 -1.366203 0.778280
C2 2.876622 -1.924217 1.937628
C3 1.743001 -1.027264 2.495776
O1 1.398395 -1.255824 3.640971
O2 1.223551 -0.088255 1.749499
H1 2.746868 -2.315157 -0.768475
H2 2.107227 -0.863247 -0.392023
H3 3.985461 -0.346626 1.022706
H4 4.585880 -1.967008 0.647613
H5 3.518288 -2.147947 2.789857
H6 2.385969 -2.850389 1.617178
S1 0.235020 -0.791541 -1.991783
C4 -1.429236 -0.631024 -2.236132
N2 -2.246747 -0.311043 -1.275359
C5 -3.561465 -0.227458 -1.750611
C6 -4.712903 0.082202 -1.036968
C7 -5.930592 0.146703 -1.687066
C8 -6.034114 -0.089256 -3.055838
C9 -4.909118 -0.421216 -3.784900
C10 -3.691625 -0.496704 -3.123575
S2 -2.143896 -0.884456 -3.804396
H7 -4.656187 0.267871 0.017122
H8 -6.819922 0.390901 -1.120702
H9 -6.993125 -0.014413 -3.550306
H10 -4.964832 -0.612411 -4.848539
C11 3.390118 2.146818 -0.688283
N3 2.644804 2.599328 0.473174
C12 3.198412 3.082437 1.624662
C13 2.183104 3.587096 2.363658
N4 1.015263 3.434244 1.670248
B1 -0.258308 4.295457 2.057163
N5 -1.663081 3.648121 1.898119
C14 -2.726574 4.275470 1.285803
C15 -3.835642 3.524133 1.466750
N6 -3.439396 2.412275 2.188451
C16 -4.260114 1.336986 2.684917
C17 -2.102225 2.495447 2.423043
S3 -1.253053 1.397390 3.384364
C18 1.305950 2.772711 0.542312
S4 0.210089 2.232890 -0.670384
H11 4.377181 1.821092 -0.375274
H12 3.485372 2.965387 -1.402292
H13 2.890599 1.312697 -1.159466
H14 4.254391 3.022672 1.819647
H15 2.196754 4.055673 3.331130
H16 -0.261122 5.244365 1.311487
H17 -0.119631 4.577307 3.217799
H18 -2.608671 5.215044 0.776359
H19 -4.848423 3.673063 1.137028
H20 -5.291159 1.676656 2.767893
H21 -3.895760 1.045531 3.667170
H22 -4.205815 0.474465 2.030135
S5 -0.409919 -4.892584 0.556542
C19 -0.166948 -3.278422 0.009806
N7 -0.482479 -2.342986 0.841406
C20 -0.939436 -2.871971 2.047578
C21 -1.293257 -2.143239 3.180767
C22 -1.690766 -2.828333 4.306892
C23 -1.737524 -4.226991 4.323031
C24 -1.380887 -4.963480 3.211773
C25 -0.979998 -4.271000 2.073947
H23 0.234621 -3.093782 -0.974436
H24 -1.187635 -1.065422 3.173121
H25 -1.944539 -2.275112 5.200950
H26 -2.035289 -4.741144 5.227374
H27 -1.400842 -6.045128 3.224377

Forces on atoms 1 to 2 (eV/Å):
Ru 1.2 -0.9 -0.6
N 0.2 0.2 -0.3

Properties
multiplicity: 2
Kohn-Sham gap (alpha / beta): 5.34 / 5.71 eV
strongest force on any atom: 1.88 eV Å⁻¹
LUMO energy (alpha / beta): -1.8604 / -1.5652 eV
net charge: 0

=====

[4]
ORCA calculation (ωB97M-V/def2-TZVPD) on C25H27Cl2FeN2STe as an isolated structure in a non-equilibrium geometry.

Atoms and positions in Å:
Fe1 -0.492232 -1.522974 -0.159633
S1 4.278336 -1.585526 1.296977
C1 4.795536 -1.090426 -0.276864
C2 3.763913 -0.600501 -1.001164
C3 2.522001 -0.573666 -0.308922
C4 2.598069 -1.113647 0.997004
C5 1.656292 -1.374224 2.021327
C6 2.080878 -1.703218 3.342638
C7 1.183014 -1.987105 4.323918
C8 -0.204474 -1.947417 4.034636
C9 -0.573506 -1.612813 2.763657
N1 0.291744 -1.326165 1.769172
H1 5.827406 -1.205754 -0.564404
H2 3.865310 -0.231729 -2.012987
H3 3.140495 -1.696651 3.558424
H4 1.516559 -2.226576 5.325180
H5 -0.948518 -2.159859 4.787078
H6 -1.625130 -1.556373 2.496844
C10 -2.783035 0.489671 0.589480
C11 -3.326841 -0.747931 -0.065532
C12 -4.631885 -1.105179 -0.332916
C13 -4.582905 -2.295057 -1.096671
C14 -3.249244 -2.620021 -1.253723
C15 -2.644324 -3.763757 -2.013686
N2 -2.483353 -1.677053 -0.628672
H7 -3.462703 0.866334 1.352653
H8 -2.628202 1.285077 -0.147215
H9 -1.812257 0.290417 1.058757
H10 -5.513741 -0.564678 -0.024391
H11 -5.419790 -2.852099 -1.490525
H12 -3.208015 -3.947548 -2.928060
H13 -2.642828 -4.693809 -1.435024
H14 -1.613881 -3.525753 -2.288138
C16 0.155770 6.508551 -0.495407
C17 0.386806 5.036228 -0.691534
C18 0.537663 4.479766 -1.953620
C19 0.721397 3.115570 -2.136771
C20 0.889819 2.591900 -3.542267
C21 0.755711 2.276996 -1.014338
Te1 0.898945 0.160789 -1.432216
C22 0.624384 2.815747 0.270679
C23 0.651984 1.992088 1.527757
C24 0.446759 4.188680 0.404725
H15 0.161909 7.047201 -1.441814
H16 0.923593 6.938589 0.149381
H17 -0.808427 6.675976 -0.012571
H18 0.511607 5.122513 -2.826612
H19 0.898883 3.414919 -4.254569
H20 0.077985 1.915283 -3.815721
H21 1.826658 2.042560 -3.643509
H22 1.032058 0.997608 1.349433
H23 -0.351672 1.909053 1.951889
H24 1.289500 2.464334 2.276313
H25 0.349425 4.602849 1.403213
Cl1 0.436553 -3.628186 -0.241009
C25 0.785998 -5.316206 -0.721482
Cl2 2.262104 -5.428903 -1.675858
H26 -0.046229 -5.669197 -1.318169
H27 0.908139 -5.878706 0.194862

Forces on atoms 1 to 2 (eV/Å):
Fe -2.3 0.9 1.0
S -0.2 0.1 -0.2

Properties
multiplicity: 6
Kohn-Sham gap (alpha / beta): 5.25 / 6.41 eV
strongest force on any atom: 2.68 eV Å⁻¹
LUMO energy (alpha / beta): 0.1316 / -0.5085 eV
net charge: 0